(1)
Formula: C32H55Cl21N2O21
Source: the Open Molecules 2025 dataset
Level of theory: ωB97M-V/def2-TZVPD

Each line ends with the Mulliken charge.
Geometry (Å):
C  -1.33478  -3.90972  0.57840  -0.48
C  0.08582  -3.90513  0.59663  0.08
N  1.21846  -3.89468  0.60763  -0.07
H  -1.76873  -3.60172  1.52967  0.04
H  -1.78632  -4.80547  0.15197  0.45
H  -1.65733  -3.08069  -0.05150  0.01
C  -1.18478  1.31488  4.70959  0.57
C  -0.75635  2.41368  5.52289  -0.07
N  -0.45293  3.29135  6.15994  -0.48
H  -0.69409  1.41419  3.74137  -0.51
H  -2.26701  1.19648  4.65615  0.25
H  -0.81245  0.37836  5.12481  0.26
C  1.70325  4.75894  -1.76015  -0.21
O  2.14221  6.11864  -1.90456  -0.33
C  1.32924  7.10055  -1.91990  0.81
O  0.17624  7.11583  -1.54768  -0.57
O  1.98250  8.23565  -2.33573  -0.35
C  1.34400  9.50818  -2.33758  -0.65
H  2.45946  4.12547  -1.29651  0.18
H  1.68275  4.30164  -2.74938  0.19
H  0.81729  4.62460  -1.13958  0.21
H  1.90734  10.24152  -2.91460  0.24
H  1.29265  9.85733  -1.30629  0.29
H  0.29125  9.52769  -2.61942  0.29
C  1.84285  0.88981  -4.41894  -0.47
O  1.36282  -0.25964  -3.69981  0.19
C  1.60099  -1.49860  -4.09176  0.26
O  2.10347  -1.88471  -5.11430  -0.55
O  1.24534  -2.29565  -3.08418  0.22
C  1.27335  -3.65901  -3.25615  -0.89
H  2.14554  0.59489  -5.42368  0.40
H  2.68361  1.37229  -3.92052  0.07
H  1.06967  1.65646  -4.46946  0.03
H  0.25378  -4.00363  -3.42883  0.17
H  1.61549  -4.05106  -2.29837  0.23
H  1.98466  -3.95952  -4.02546  0.43
C  -4.74529  1.79949  -5.22664  -0.76
O  -3.70188  1.92792  -4.24772  -0.07
C  -2.80196  2.87047  -4.35627  0.45
O  -2.77830  3.83325  -5.16431  -0.64
O  -1.85294  2.56098  -3.48695  -0.05
C  -0.90804  3.54010  -3.18462  -0.71
H  -5.15303  0.79953  -5.07851  0.20
H  -4.37733  1.80549  -6.25263  0.35
H  -5.59281  2.48489  -5.22011  0.31
H  -0.14728  3.04814  -2.57854  -0.06
H  -1.36008  4.38626  -2.66715  0.50
H  -0.38662  3.81124  -4.10261  0.42
C  4.25684  -3.02651  9.15765  -0.70
O  3.74161  -2.66618  7.84549  -0.26
C  4.35240  -3.07573  6.75846  0.67
O  5.38920  -3.77978  6.72571  -0.63
O  3.65665  -2.68559  5.65812  -0.01
C  4.03769  -3.20905  4.34968  -0.51
H  4.98135  -3.84054  9.13442  0.33
H  3.42110  -3.30395  9.80004  0.24
H  4.72889  -2.16305  9.62638  0.28
H  3.30631  -2.80611  3.64909  0.12
H  4.08011  -4.29800  4.32724  0.12
H  5.01002  -2.84619  4.01652  0.33
C  -5.45241  -0.19584  -2.08501  -0.30
O  -5.94672  -0.19726  -0.69935  -0.40
C  -5.25506  -0.87330  0.26825  0.50
O  -4.16284  -1.46112  0.10857  -0.36
O  -5.89010  -0.77020  1.48244  0.02
C  -7.21919  -0.40353  1.67305  -0.84
H  -4.45279  0.23162  -2.16326  -0.11
H  -6.08936  0.38983  -2.74787  0.27
H  -5.39569  -1.18818  -2.53239  0.43
H  -7.27060  0.68305  1.60387  0.34
H  -7.58794  -0.68162  2.66036  0.23
H  -7.92191  -0.87060  0.98303  0.33
C  0.28135  4.61625  2.71069  -0.52
O  -0.87025  3.71657  2.61178  -0.27
C  -1.29715  3.24810  1.31592  0.69
O  -0.90256  3.64202  0.20329  -0.49
O  -2.30784  2.36177  1.53502  -0.30
C  -2.82934  1.72424  0.40525  0.11
H  1.20482  4.04749  2.60195  0.02
H  0.27789  5.12842  3.67285  0.31
H  0.33252  5.41705  1.97299  0.32
H  -1.99802  1.08275  0.11284  0.08
H  -3.06426  2.41671  -0.40309  0.40
H  -3.70435  1.12761  0.66309  -0.40
C  -2.59638  -1.48380  -3.84165  -0.44
O  -3.66984  -1.43817  -4.77290  -0.22
C  -3.44467  -1.53996  -6.12609  0.65
O  -4.33345  -1.27305  -6.95996  -0.61
O  -2.27967  -2.13085  -6.39519  -0.22
C  -1.95803  -2.28349  -7.73342  -0.78
H  -1.70720  -0.90016  -4.08005  0.26
H  -2.26609  -2.52135  -3.79156  0.48
H  -2.97933  -1.09019  -2.90010  -0.03
H  -2.78041  -2.71402  -8.30476  0.35
H  -1.14908  -3.01402  -7.73035  0.23
H  -1.69601  -1.32448  -8.18036  0.31
C  3.53243  1.32566  5.38922  -0.17
Cl  4.40503  0.43478  4.18212  -0.09
Cl  2.23058  0.34834  6.17078  -0.12
Cl  2.87120  2.70045  4.54508  -0.08
H  4.29600  1.67220  6.08563  0.42
C  5.67156  2.14546  -0.66181  -0.12
Cl  6.72990  0.92767  -0.06616  -0.10
Cl  5.26164  3.29224  0.54044  -0.10
Cl  4.15073  1.43736  -1.45905  -0.06
H  6.17534  2.72232  -1.43740  0.30
C  0.37207  -6.35750  4.71558  -0.08
Cl  -0.35777  -4.76383  4.32825  -0.07
Cl  2.12362  -6.28868  4.87989  -0.05
Cl  -0.13060  -7.53649  3.47391  -0.14
H  -0.08607  -6.65072  5.66016  0.33
C  0.42754  0.05852  1.15045  0.72
Cl  1.74867  1.25104  1.21457  0.10
Cl  0.68211  -1.20393  2.32709  0.05
Cl  0.06521  -0.61523  -0.48993  0.26
H  -0.48921  0.51145  1.52798  -1.20
C  5.00110  -2.51370  -2.50374  -0.22
Cl  3.75342  -2.14557  -1.31561  0.14
Cl  5.40684  -1.15195  -3.55759  -0.12
Cl  4.69816  -3.99484  -3.34721  -0.08
H  5.90673  -2.62745  -1.90793  0.32
C  4.38905  -5.42196  0.68483  0.64
Cl  4.64462  -6.39994  2.10311  -0.13
Cl  3.95698  -6.47353  -0.67316  -0.14
Cl  5.85352  -4.46101  0.30703  -0.14
H  3.54658  -4.77106  0.91865  -0.24
C  -4.18197  -1.37738  4.08401  -0.02
Cl  -2.87571  -1.11414  2.91515  0.02
Cl  -3.52902  -1.36225  5.68456  -0.11
Cl  -5.02010  -2.90577  3.63662  -0.14
H  -4.90430  -0.56457  4.00863  0.19

Summary:
HOMO in eV: -10.48
Total charge: 0
Lowest unoccupied orbital energy in eV: 0.20
Total energy in eV: -343021.27691


(2)
Formula: C32H55Cl8N5O11
Source: the Open Molecules 2025 dataset
Level of theory: ωB97M-V/def2-TZVPD

Each line ends with the Mulliken charge.
Geometry (Å):
C  -0.03753  0.96231  2.55452  0.21
C  -1.10906  0.47087  1.60159  0.05
N  -0.61717  0.53037  0.24239  0.48
C  -0.20893  1.64459  -0.46670  -1.04
C  0.33727  1.19117  -1.61649  -0.56
N  0.22559  -0.16594  -1.58087  0.93
C  -0.37838  -0.56182  -0.47974  -0.65
C  0.67501  -1.11863  -2.55106  -0.48
H  0.83957  0.30294  2.53332  -0.04
H  -0.21189  0.85283  3.63643  -0.01
H  0.33238  1.98640  2.45147  -0.06
H  -2.00013  1.10114  1.69105  0.13
H  -1.39983  -0.55707  1.84037  -0.17
H  -0.34362  2.62741  -0.06404  0.72
H  0.87762  1.64879  -2.44727  0.55
H  -0.65460  -1.55910  -0.12254  0.62
H  0.03595  -1.98485  -2.72142  0.14
H  1.69767  -1.44511  -2.35100  0.47
H  0.63714  -0.61265  -3.52105  -0.55
C  2.64282  -0.30600  -5.37865  -0.57
C  2.71637  1.06985  -4.69192  0.10
O  1.50516  1.63376  -4.46587  -0.81
H  2.24260  -1.14128  -4.80499  -0.33
H  3.66179  -0.59635  -5.71300  0.51
H  2.08291  -0.21841  -6.31355  0.32
H  3.33798  1.73575  -5.34855  0.31
H  3.26625  0.95915  -3.70857  -0.42
C  -2.31499  -1.72039  -4.04696  -1.03
C  -1.83827  -0.47575  -4.57280  1.13
C  -1.31727  -0.50319  -6.06135  0.75
O  -0.89516  0.58882  -6.45594  -0.74
C  -1.25176  -1.71851  -6.78899  -1.09
C  -1.74990  -2.91294  -6.25737  0.54
C  -2.24624  -2.93401  -4.80400  0.46
O  -2.64977  -3.96546  -4.28226  -0.77
O  -1.64024  -3.96645  -6.95420  -0.86
O  -1.89439  0.65015  -4.09546  -0.80
H  -2.62833  -1.78999  -3.01003  0.41
H  -0.75558  -1.70196  -7.75381  0.22
C  -1.76391  -3.74960  0.67504  0.06
O  -1.67476  -2.89610  1.70381  -0.71
O  -2.91815  -4.29477  0.43800  -0.90
O  -0.75896  -4.03182  -0.13635  -0.59
Cl  2.40452  -2.00725  1.13068  -0.21
C  1.59473  -3.58227  1.51354  -0.23
C  0.41455  -3.33677  2.41278  0.17
Cl  0.84052  -2.45612  3.94470  -0.31
H  2.38795  -4.11285  2.04636  0.45
H  1.29267  -4.03990  0.57540  0.03
H  -0.02476  -4.28903  2.69641  0.44
H  -0.29979  -2.69809  1.86776  -0.49
Cl  -1.75334  -4.17922  5.13963  -0.25
C  -2.58912  -2.75204  4.48635  0.36
C  -2.25112  -1.47758  5.22142  0.83
Cl  -2.63533  -1.56993  6.98216  -0.30
H  -3.66882  -2.89597  4.54440  0.29
H  -2.41248  -2.71197  3.39768  -0.14
H  -2.82036  -0.62536  4.84850  -0.65
H  -1.22925  -1.15065  5.03989  0.05
Cl  1.25193  4.58241  0.61265  0.03
C  2.05099  5.83520  -0.39371  -0.73
C  1.05919  6.97597  -0.49845  -0.47
Cl  1.68516  8.16994  -1.68412  -0.25
H  2.03614  5.40888  -1.39476  0.35
H  2.99861  6.15297  0.01787  0.39
H  0.91908  7.54050  0.42385  0.32
H  0.05654  6.69507  -0.80582  0.35
Cl  -1.91094  4.09485  3.15939  -0.15
C  -0.98677  4.48539  4.63087  -0.57
C  -0.43438  3.27636  5.35081  -0.30
Cl  -1.69743  2.18321  5.95421  -0.15
H  -1.55992  5.08343  5.33770  0.37
H  -0.16490  5.11311  4.28820  0.31
H  0.15769  3.63542  6.19513  0.42
H  0.30090  2.76191  4.73424  0.09
C  1.38790  -4.28565  -2.56748  0.38
O  0.46634  -5.01601  -2.65455  -0.51
N  2.23135  -3.97056  -3.60478  0.34
C  3.50517  -3.33350  -3.38395  -0.89
C  1.95837  -4.35636  -4.96813  -1.04
H  1.71802  -3.81979  -1.62176  0.00
H  4.26334  -4.05219  -3.73903  0.39
H  3.80547  -3.24515  -2.33447  0.23
H  3.59249  -2.34972  -3.84853  0.21
H  2.62980  -5.17506  -5.27351  0.28
H  0.91752  -4.68202  -4.97099  0.30
H  2.12252  -3.56769  -5.70348  0.31
C  -5.73651  -0.89957  3.80919  0.07
O  -5.11710  -1.30519  2.86682  -0.49
N  -5.58388  0.36675  4.31126  0.27
C  -6.35996  0.82618  5.43508  -0.93
C  -4.65523  1.31246  3.73696  -0.75
H  -6.43273  -1.49489  4.43077  0.24
H  -7.13728  0.13511  5.75545  0.31
H  -6.83874  1.76307  5.12560  0.33
H  -5.70809  1.02661  6.29220  0.26
H  -4.08652  1.80360  4.53125  0.27
H  -3.91709  0.83002  3.10304  0.07
H  -5.21840  2.11078  3.24286  0.37
C  3.33778  1.66229  1.27661  0.86
O  3.18689  1.94607  2.43029  -0.69
N  4.22663  2.34730  0.51487  0.14
C  4.53212  1.98824  -0.85779  -1.05
C  4.75202  3.62762  0.93606  -0.86
H  2.73664  0.99452  0.64232  -0.15
H  5.58694  2.14681  -1.09290  0.33
H  3.99796  2.64580  -1.55347  0.38
H  4.26212  0.95504  -1.05967  0.29
H  4.65391  3.79528  2.00722  0.29
H  5.83540  3.72885  0.81929  0.36
H  4.21710  4.40315  0.39042  0.07

Summary:
HOMO in eV: 4.15
Total charge: -4
Lowest unoccupied orbital energy in eV: 5.57
Total energy in eV: -164217.39073


> Look up the HOMO of the second one.

4.15 eV


> Look up the total charge of the second one.

-4


> Number 1 is which compound?

C32H55Cl21N2O21